Entry 1:
C44H105BrGaN14O13S | ωB97M-V/def2-TZVPD

calculated total energy: -228072.966 eV
net charge: -1

Geometry as XYZ:
```
179
C44H105BrGaN14O13S, DFT ωB97M-V/def2-TZVPD
N 0.381 -3.098 -6.722
C 0.072 -4.367 -6.038
C -1.065 -4.229 -5.041
C -0.693 -3.524 -3.726
C 0.207 -2.291 -3.873
C 1.707 -2.531 -3.952
Ga 2.648 -0.804 -4.440
S 1.540 0.340 -6.149
Br 4.917 -1.206 -5.197
H 1.384 -2.989 -6.798
H 0.020 -3.106 -7.666
H 0.957 -4.783 -5.569
H -0.232 -5.099 -6.794
H -1.879 -3.691 -5.526
H -1.399 -5.241 -4.805
H -1.633 -3.181 -3.285
H -0.271 -4.237 -3.018
H -0.134 -1.702 -4.720
H 0.048 -1.664 -2.991
H 1.976 -3.257 -4.714
H 2.110 -2.845 -2.991
H 2.661 0.138 -3.177
H 0.324 0.381 -5.612
C 2.196 -1.494 0.934
C 1.184 -0.723 0.121
O 1.451 -0.214 -0.949
N -0.077 -0.608 0.648
C -0.574 -1.137 1.899
H 3.137 -1.509 0.392
H 2.361 -1.015 1.899
H 1.865 -2.521 1.093
H -0.711 -0.092 0.059
H -1.402 -1.829 1.726
H -0.932 -0.332 2.547
H 0.216 -1.668 2.420
C 4.405 1.455 4.711
C 4.334 0.704 3.407
O 4.201 -0.510 3.335
N 4.395 1.456 2.272
C 4.593 2.891 2.181
H 4.337 0.751 5.533
H 5.342 2.010 4.793
H 3.558 2.137 4.773
H 4.301 0.929 1.416
H 3.751 3.369 1.677
H 5.496 3.098 1.604
H 4.698 3.323 3.169
C -2.047 -1.324 -9.858
C -1.436 -2.151 -10.964
O -1.572 -3.363 -11.025
N -0.707 -1.484 -11.897
C -0.422 -0.062 -11.967
H -2.577 -1.985 -9.179
H -1.268 -0.801 -9.302
H -2.755 -0.597 -10.260
H -0.319 -2.084 -12.607
H -0.802 0.358 -12.902
H 0.652 0.120 -11.916
H -0.891 0.458 -11.140
C 3.227 1.726 -8.779
C 3.012 2.129 -10.217
O 2.398 1.446 -11.023
N 3.541 3.326 -10.611
C 4.294 4.271 -9.813
H 2.759 0.765 -8.603
H 4.293 1.643 -8.560
H 2.779 2.451 -8.100
H 3.368 3.546 -11.578
H 3.786 5.238 -9.778
H 5.291 4.424 -10.233
H 4.401 3.903 -8.799
C -0.082 2.239 7.059
C 0.911 2.853 6.103
O 2.102 2.559 6.149
N 0.419 3.716 5.188
C -0.958 4.144 5.031
H 0.452 1.563 7.720
H -0.586 2.999 7.656
H -0.837 1.674 6.511
H 1.100 4.106 4.553
H -1.327 3.876 4.039
H -1.026 5.226 5.133
H -1.591 3.682 5.783
C 0.863 -8.773 -6.065
C 1.496 -8.030 -4.908
O 0.852 -7.299 -4.180
N 2.833 -8.199 -4.713
C 3.758 -9.010 -5.475
H -0.194 -8.525 -6.084
H 1.312 -8.472 -7.012
H 0.975 -9.851 -5.946
H 3.192 -7.666 -3.936
H 4.227 -9.762 -4.837
H 4.544 -8.389 -5.908
H 3.239 -9.518 -6.281
C -4.769 2.240 9.443
C -3.917 2.498 8.221
O -3.083 3.392 8.193
N -4.107 1.693 7.149
C -5.008 0.558 7.009
H -4.495 2.962 10.205
H -5.828 2.353 9.209
H -4.601 1.233 9.828
H -3.528 1.934 6.360
H -4.424 -0.328 6.773
H -5.722 0.744 6.204
H -5.554 0.390 7.930
C 1.665 7.118 6.152
C 1.493 7.287 4.661
O 1.035 6.396 3.961
N 1.859 8.470 4.112
C 2.413 9.635 4.772
H 1.326 6.122 6.422
H 2.712 7.223 6.437
H 1.074 7.855 6.697
H 1.708 8.513 3.116
H 1.760 10.499 4.632
H 3.396 9.875 4.363
H 2.518 9.452 5.836
C 1.301 5.309 0.677
C 2.129 5.498 -0.578
O 3.138 6.195 -0.598
N 1.708 4.861 -1.692
C 0.562 3.980 -1.845
H 1.750 5.879 1.487
H 0.281 5.662 0.518
H 1.268 4.257 0.963
H 2.289 5.024 -2.500
H 0.884 2.992 -2.174
H -0.123 4.386 -2.591
H 0.032 3.874 -0.905
C -0.251 9.737 0.262
C 0.566 10.489 1.286
O 0.078 11.349 2.001
N 1.882 10.165 1.386
C 2.634 9.178 0.623
H -1.271 10.105 0.306
H 0.141 9.895 -0.743
H -0.249 8.667 0.474
H 2.369 10.701 2.088
H 3.053 8.420 1.285
H 3.455 9.660 0.091
H 2.005 8.675 -0.101
C -2.912 -2.752 9.690
C -2.501 -2.226 8.335
O -3.315 -2.054 7.436
N -1.189 -1.953 8.139
C -0.089 -2.095 9.074
H -3.985 -2.920 9.691
H -2.409 -3.697 9.901
H -2.668 -2.037 10.477
H -0.983 -1.605 7.214
H 0.394 -1.132 9.243
H 0.657 -2.788 8.681
H -0.446 -2.474 10.024
C -5.262 -7.779 7.042
C -4.894 -6.589 7.900
O -5.400 -6.402 8.995
N -3.971 -5.726 7.405
C -3.266 -5.780 6.139
H -6.004 -8.364 7.576
H -5.682 -7.457 6.089
H -4.389 -8.404 6.848
H -3.775 -4.957 8.025
H -2.188 -5.830 6.303
H -3.478 -4.887 5.550
H -3.569 -6.653 5.571
C -6.106 -7.573 -4.311
C -5.488 -6.813 -3.156
O -6.154 -6.079 -2.444
N -4.160 -6.985 -2.944
C -3.229 -7.823 -3.682
H -7.163 -7.331 -4.347
H -5.643 -7.286 -5.256
H -5.991 -8.649 -4.175
H -3.801 -6.448 -2.171
H -2.786 -8.555 -3.005
H -2.428 -7.210 -4.098
H -3.734 -8.344 -4.487
```

Here are the Löwdin charges for atoms 1 to 6, given in e: number 1, N, carries 0.0179; number 2, C, carries -0.2898; number 3, C, carries -0.2045; number 4, C, carries -0.2097; number 5, C, carries -0.3265; number 6, C, carries -0.3271

---

Entry 2:
C44H106N5P | ωB97M-V/def2-TZVPD

SMILES: CCCCCCCCCCCCCCP.CCN(CC)CC.CCN(CC)CC.CCN(CC)CC.CCN(CC)CC.CCN(CC)CC
calculated total energy: -64084.606 eV
net charge: 0

Geometry as XYZ:
```
156
C44H106N5P, DFT ωB97M-V/def2-TZVPD
C -0.820 6.313 -1.425
C -2.302 6.563 -1.453
C -2.744 7.516 -2.548
C -4.134 7.216 -3.120
C -4.206 7.091 -4.640
C -4.564 5.691 -5.120
C -3.376 4.766 -5.042
C -3.719 3.281 -4.944
C -3.091 2.548 -3.779
C -1.648 2.067 -3.922
C -0.672 2.985 -4.658
C -0.534 2.722 -6.161
C -0.366 3.963 -7.044
C 0.970 4.078 -7.769
P 1.994 5.306 -6.858
H -0.433 6.166 -2.422
H -0.285 7.130 -0.964
H -0.599 5.430 -0.852
H -2.635 6.936 -0.499
H -2.810 5.621 -1.595
H -2.026 7.474 -3.351
H -2.739 8.522 -2.168
H -4.836 7.965 -2.792
H -4.469 6.283 -2.693
H -3.238 7.322 -5.051
H -4.892 7.813 -5.058
H -5.369 5.313 -4.509
H -4.901 5.759 -6.142
H -2.730 4.948 -5.883
H -2.803 5.030 -4.169
H -3.482 2.756 -5.855
H -4.787 3.195 -4.839
H -3.181 3.138 -2.878
H -3.688 1.667 -3.609
H -1.638 1.098 -4.400
H -1.272 1.930 -2.922
H -0.887 4.020 -4.461
H 0.302 2.799 -4.237
H -1.377 2.152 -6.502
H 0.313 2.071 -6.291
H -0.475 4.834 -6.414
H -1.178 4.004 -7.749
H 1.461 3.128 -7.828
H 0.858 4.473 -8.761
H 2.170 4.628 -5.640
H 3.277 5.130 -7.412
C 3.694 1.904 -5.328
C 4.552 0.756 -5.836
N 4.047 0.177 -7.065
C 4.665 -1.089 -7.409
C 6.164 -1.101 -7.738
C 3.848 1.112 -8.156
C 5.051 1.938 -8.635
H 2.650 1.598 -5.227
H 4.049 2.226 -4.348
H 3.734 2.770 -5.988
H 4.559 -0.036 -5.083
H 5.594 1.105 -5.922
H 4.112 -1.515 -8.250
H 4.493 -1.768 -6.569
H 6.374 -0.670 -8.716
H 6.526 -2.130 -7.754
H 6.750 -0.561 -6.993
H 3.059 1.806 -7.859
H 3.432 0.553 -8.998
H 5.611 2.362 -7.801
H 4.701 2.770 -9.249
H 5.738 1.354 -9.244
C -2.774 -3.083 -2.506
C -1.636 -2.413 -3.260
N -0.453 -2.226 -2.445
C 0.524 -1.334 -3.038
C 1.198 -1.763 -4.347
C 0.074 -3.423 -1.816
C 0.475 -4.600 -2.717
H -2.998 -2.542 -1.586
H -3.671 -3.091 -3.125
H -2.546 -4.118 -2.249
H -1.968 -1.420 -3.577
H -1.437 -2.982 -4.183
H 1.294 -1.124 -2.289
H 0.017 -0.378 -3.212
H 1.938 -2.547 -4.188
H 1.719 -0.917 -4.793
H 0.474 -2.118 -5.081
H -0.671 -3.781 -1.101
H 0.931 -3.125 -1.206
H -0.282 -4.808 -3.475
H 0.588 -5.502 -2.113
H 1.424 -4.430 -3.223
C -0.068 -3.334 2.443
C -0.052 -2.000 3.172
N 1.022 -1.131 2.735
C 1.238 0.007 3.607
C 0.119 1.050 3.735
C 1.062 -0.868 1.308
C -0.177 -0.250 0.648
H 0.906 -3.820 2.517
H -0.811 -3.990 2.898
H -0.327 -3.236 1.388
H 0.102 -2.190 4.239
H -1.048 -1.535 3.083
H 2.157 0.506 3.287
H 1.452 -0.391 4.605
H 0.038 1.676 2.848
H 0.331 1.710 4.578
H -0.851 0.587 3.918
H 1.278 -1.813 0.803
H 1.933 -0.238 1.110
H -1.099 -0.736 0.971
H -0.111 -0.378 -0.434
H -0.264 0.818 0.848
C 1.466 -3.748 8.347
C 2.359 -4.923 7.980
N 1.901 -5.627 6.798
C 2.561 -6.901 6.589
C 4.068 -6.902 6.299
C 1.708 -4.801 5.621
C 2.901 -3.988 5.095
H 0.428 -4.068 8.445
H 1.784 -3.326 9.301
H 1.511 -2.949 7.606
H 2.355 -5.639 8.806
H 3.397 -4.562 7.890
H 2.041 -7.419 5.779
H 2.384 -7.504 7.485
H 4.292 -6.557 5.290
H 4.457 -7.918 6.387
H 4.620 -6.279 7.004
H 0.894 -4.103 5.835
H 1.327 -5.440 4.821
H 3.433 -3.478 5.899
H 2.545 -3.221 4.401
H 3.615 -4.605 4.551
C -5.378 -2.919 10.908
C -4.270 -2.515 9.947
N -3.730 -1.199 10.225
C -2.894 -0.679 9.160
C -1.586 -1.415 8.840
C -3.244 -0.997 11.577
C -2.145 -1.935 12.099
H -6.161 -2.161 10.934
H -5.822 -3.860 10.581
H -5.009 -3.070 11.922
H -4.683 -2.486 8.935
H -3.500 -3.304 9.943
H -2.670 0.366 9.387
H -3.507 -0.659 8.253
H -0.822 -1.242 9.596
H -1.185 -1.053 7.891
H -1.735 -2.490 8.742
H -4.098 -1.064 12.254
H -2.903 0.038 11.654
H -2.358 -2.980 11.868
H -2.075 -1.849 13.185
H -1.164 -1.692 11.693
```

Here are the Löwdin charges for atoms 1 to 6, given in e: number 1, C, carries -0.1079; number 2, C, carries -0.2726; number 3, C, carries -0.2099; number 4, C, carries -0.1934; number 5, C, carries -0.2045; number 6, C, carries -0.2088

---

no.,LUMO (eV)
1,1.4
2,0.7